C5H10N3 | wB97M-V/def2-TZVPD

As for the SMILES: C/C(N)=[NH+]/[C@@H](C)C#N. The LUMO energy is -4.30 eV. For the orbital gap, the calculation gives 11.458 eV.

Geometry as ORCA input:
```
! RIJCOSX wB97M-V def2-TZVPD def2/J DEFGRID3
* xyz 1 1
C -1.05 -1.81 0.43
N 0.20 -0.18 -0.84
H 2.25 1.98 -0.26
H 0.77 -0.42 -1.63
C -2.29 0.44 -0.16
H -2.11 -2.21 0.70
H -0.77 -1.28 1.34
H -0.28 -2.66 0.20
C 0.85 0.62 0.00
H 2.40 0.53 -1.42
N 0.29 1.34 0.99
H -1.51 -1.24 -1.51
H -0.68 1.33 1.14
H 0.85 1.71 1.69
C -1.04 -0.81 -0.67
H 2.92 0.41 0.40
C 2.20 0.93 -0.40
N -2.98 1.34 0.00
*
```